1) This record from OMol25 describes 4 unconnected molecules or ions with the total composition C8H24O4. The level of theory is ωB97M-V with the def2-TZVPD basis set.

Last column: Löwdin charge in e.
Geometry (Å):
C1 -26.507 9.132 -12.498  -0.099
C2 -27.702 9.772 -11.839  -0.322
O1 -27.956 9.110 -10.603  -0.074
H1 -26.604 8.073 -12.732  0.076
H2 -25.613 9.261 -11.881  0.052
H3 -26.196 9.666 -13.403  0.080
H4 -28.565 9.777 -12.505  0.112
H5 -27.432 10.817 -11.658  0.096
H6 -28.902 8.943 -10.559  0.079
C3 -24.123 13.644 -11.864  -0.087
C4 -24.419 12.469 -10.964  -0.273
O2 -23.797 11.293 -11.541  -0.116
H7 -24.590 14.513 -11.381  0.080
H8 -24.501 13.526 -12.879  0.080
H9 -23.076 13.924 -11.993  0.077
H10 -25.496 12.319 -10.878  0.102
H11 -23.973 12.629 -9.980  0.115
H12 -23.759 10.602 -10.869  0.090
C5 -18.662 13.239 -14.353  -0.090
C6 -19.656 12.750 -15.372  -0.339
O3 -20.862 13.507 -15.367  -0.085
H13 -18.461 14.293 -14.548  0.074
H14 -17.766 12.616 -14.389  0.073
H15 -19.040 13.162 -13.331  0.071
H16 -19.850 11.679 -15.269  0.084
H17 -19.266 12.860 -16.388  0.110
H18 -21.428 13.078 -14.708  0.053
C7 -22.070 8.859 -13.733  -0.081
C8 -21.063 9.941 -13.379  -0.312
O4 -21.647 11.235 -13.473  -0.102
H19 -22.907 8.820 -13.037  0.061
H20 -21.571 7.882 -13.723  0.077
H21 -22.431 8.980 -14.754  0.080
H22 -20.208 9.890 -14.060  0.100
H23 -20.596 9.754 -12.402  0.111
H24 -22.517 11.173 -13.045  0.047

Results
multiplicity	1
molar mass	184.28	g mol⁻¹
SMILES	CCO.CCO.CCO.CCO
lowest unoccupied orbital energy	0.61	eV
E_HOMO	-9.70	eV
HOMO-LUMO gap	10.30	eV

---

2) This record from OMol25 describes 4 unconnected molecules or ions with the total composition C8H24O4. The level of theory is ωB97M-V with the def2-TZVPD basis set.

Last column: Löwdin charge in e.
Geometry (Å):
C1 1.686 3.809 7.469  -0.091
C2 2.633 2.969 6.611  -0.313
O1 1.824 2.371 5.587  -0.095
H1 0.737 3.349 7.744  0.073
H2 1.503 4.654 6.805  0.073
H3 2.175 4.137 8.386  0.069
H4 3.130 2.241 7.252  0.098
H5 3.443 3.461 6.074  0.112
H6 1.251 1.745 6.036  0.073
C3 2.141 -1.712 -1.609  -0.082
C4 1.230 -1.756 -0.388  -0.355
O2 0.750 -0.471 -0.256  -0.077
H7 2.814 -0.855 -1.645  0.077
H8 1.519 -1.619 -2.499  0.069
H9 2.696 -2.639 -1.756  0.069
H10 1.784 -1.926 0.535  0.106
H11 0.438 -2.505 -0.411  0.107
H12 0.548 -0.369 0.677  0.086
C5 0.332 3.227 -4.494  -0.090
C6 1.596 3.950 -4.952  -0.337
O3 2.744 3.879 -4.133  -0.077
H13 -0.104 3.598 -3.567  0.071
H14 0.559 2.168 -4.374  0.069
H15 -0.391 3.234 -5.310  0.071
H16 1.371 5.009 -5.081  0.101
H17 1.875 3.594 -5.944  0.110
H18 2.582 4.192 -3.240  0.081
C7 -4.667 -5.453 -0.599  -0.100
C8 -4.409 -5.066 -2.062  -0.311
O4 -5.705 -4.884 -2.610  -0.093
H19 -3.688 -5.383 -0.125  0.069
H20 -5.296 -6.331 -0.454  0.075
H21 -5.268 -4.661 -0.152  0.067
H22 -3.947 -5.968 -2.464  0.097
H23 -3.689 -4.290 -2.323  0.114
H24 -6.196 -5.700 -2.727  0.082

Results
multiplicity	1
molar mass	184.28	g mol⁻¹
SMILES	CCO.CCO.CCO.CCO
lowest unoccupied orbital energy	0.66	eV
E_HOMO	-10.07	eV
HOMO-LUMO gap	10.73	eV

---

Order of stability, best first: 1), 2)

---

1) This record from OMol25 describes 2 unconnected molecules or ions with the total composition C5H12N2O. The level of theory is ωB97M-V with the def2-TZVPD basis set.

Last column: Löwdin charge in e.
Geometry (Å):
C1 -0.600 -3.483 -0.368  -0.094
C2 -1.590 -2.720 0.574  -0.222
C3 -1.015 -1.447 1.104  -0.391
N1 -0.646 -0.411 0.193  0.061
C4 -0.663 -1.306 2.382  -0.180
N2 -0.109 -0.139 2.921  0.030
H1 0.446 -3.308 -0.141  0.074
H2 -0.765 -2.892 -1.289  0.055
H3 -0.962 -4.446 -0.717  0.065
H4 -2.468 -2.425 -0.004  0.102
H5 -1.890 -3.436 1.338  0.100
H6 -0.772 -0.669 -0.782  0.067
H7 -1.317 0.360 0.263  0.090
H8 -0.994 -1.988 3.152  0.110
H9 0.597 -0.278 3.627  0.070
H10 0.265 0.515 2.247  0.061
C5 2.317 4.452 -2.769  -0.149
O1 2.220 5.112 -3.766  -0.009
H11 1.555 4.602 -1.982  0.079
H12 3.092 3.679 -2.644  0.079

Results
multiplicity	1
molar mass	116.16	g mol⁻¹
SMILES	CC/C(N)=C/N.C=O
lowest unoccupied orbital energy	0.71	eV
E_HOMO	-7.59	eV
HOMO-LUMO gap	8.31	eV

---

2) This record from OMol25 describes 2 unconnected molecules or ions with the total composition C5H12N2O. The level of theory is ωB97M-V with the def2-TZVPD basis set.

Last column: Löwdin charge in e.
Geometry (Å):
C1 1.842 -0.789 1.158  -0.076
N1 0.625 -1.204 0.467  -0.258
C2 -0.049 -2.313 1.131  -0.088
N2 0.741 -1.442 -0.932  -0.022
O1 1.506 -0.686 -1.500  -0.039
H1 2.057 -1.393 2.048  0.083
H2 1.735 0.251 1.489  0.085
H3 2.748 -0.849 0.542  0.082
H4 -1.055 -2.456 0.722  0.082
H5 -0.167 -2.131 2.205  0.086
H6 0.501 -3.256 1.019  0.085
C3 -0.068 2.172 -1.695  -0.019
C4 -0.755 1.465 -0.795  -0.256
C5 -2.192 1.703 -0.462  -0.125
H7 -0.540 2.902 -2.346  0.052
H8 1.012 2.079 -1.786  0.044
H9 -0.247 0.674 -0.147  0.074
H10 -2.776 0.805 -0.685  0.069
H11 -2.300 1.935 0.601  0.071
H12 -2.619 2.533 -1.033  0.070

Results
multiplicity	1
molar mass	116.16	g mol⁻¹
SMILES	CN(C)N=O.C=CC
lowest unoccupied orbital energy	0.41	eV
E_HOMO	-9.22	eV
HOMO-LUMO gap	9.64	eV

---

Order of stability, best first: 1), 2)

---

1) This record from OMol25 describes 2 unconnected molecules or ions with the total composition C5H6N2O. The level of theory is ωB97M-V with the def2-TZVPD basis set.

Last column: Löwdin charge in e.
Geometry (Å):
H1 -2.334 0.783 -0.835  0.079
N1 -1.970 -0.163 -1.076  0.185
C1 -0.976 -0.565 -0.386  -0.381
C2 -0.276 -1.771 -0.010  -0.032
C3 -0.290 -0.550 0.852  -0.371
N2 0.088 -0.034 1.878  0.192
H2 0.562 -0.560 2.580  0.068
H3 -0.621 -2.782 0.538  0.163
H4 0.706 -1.983 -0.496  0.111
C4 1.005 1.984 -0.375  0.028
C5 1.105 0.857 -0.970  -0.306
O1 1.427 -0.116 -1.555  0.146
H5 0.797 2.938 -0.811  0.071
H6 0.777 1.964 0.664  0.047

Results
multiplicity	1
molar mass	110.12	g mol⁻¹
SMILES	[H]/N=C1/C/C1=N\[H].C=C=O
lowest unoccupied orbital energy	-0.46	eV
E_HOMO	-9.21	eV
HOMO-LUMO gap	8.75	eV

---

2) This record from OMol25 describes a single C5H6N2O molecule. The level of theory is ωB97M-V with the def2-TZVPD basis set.

Last column: Löwdin charge in e.
Geometry (Å):
O1 2.089 -0.988 -1.367  0.064
C1 1.008 -0.556 -0.965  -0.342
C2 -0.445 -1.032 -0.975  -0.021
C3 -0.496 -0.383 0.469  -0.260
C4 -1.394 0.685 0.892  -0.145
N1 -0.789 1.749 0.669  0.034
N2 0.511 1.631 0.216  0.015
C5 0.878 0.277 0.327  -0.224
H1 -0.461 -2.226 -1.066  0.157
H2 -1.215 -0.718 -1.726  0.120
H3 -0.385 -1.211 1.109  0.119
H4 -2.471 0.387 1.367  0.171
H5 1.213 2.316 0.249  0.121
H6 1.957 0.069 0.803  0.192

Results
multiplicity	1
molar mass	110.12	g mol⁻¹
SMILES	O=C1C[C@@H]2C=NN[C@H]12
lowest unoccupied orbital energy	0.60	eV
E_HOMO	-8.63	eV
HOMO-LUMO gap	9.23	eV

---

3) This record from OMol25 describes a single C5H6N2O molecule. The level of theory is ωB97M-V with the def2-TZVPD basis set.

Last column: Löwdin charge in e.
Geometry (Å):
C1 -1.311 1.359 1.149  -0.203
C2 1.058 -0.815 -0.296  -0.073
C3 0.988 -1.673 0.853  -0.269
C4 -0.201 0.586 0.928  -0.142
C5 -0.395 0.683 -1.492  0.033
N1 -2.340 1.857 1.323  0.164
N2 0.153 0.130 -0.216  -0.172
O1 0.414 -1.391 1.895  -0.017
H1 1.438 -0.975 -1.258  0.088
H2 1.128 -2.755 0.706  0.120
H3 0.494 0.526 1.731  0.132
H4 -0.294 1.837 -1.506  0.132
H5 0.307 0.251 -2.278  0.107
H6 -1.439 0.379 -1.538  0.100

Results
multiplicity	1
molar mass	110.12	g mol⁻¹
lowest unoccupied orbital energy (alpha / beta)	-0.28 / -0.28	eV
E_HOMO (alpha / beta)	-8.25 / -8.25	eV
HOMO-LUMO gap (alpha / beta)	7.97 / 7.97	eV

---

4) This record from OMol25 describes a molecular structure, C5H6N2O. The level of theory is ωB97M-V with the def2-TZVPD basis set.

Last column: Löwdin charge in e.
Geometry (Å):
C1 2.303 0.256 1.122  -0.142
C2 1.047 -0.314 1.128  -0.085
C3 0.970 1.746 0.284  -0.188
C4 -2.249 -0.983 -1.719  0.025
C5 -1.549 -0.746 -0.596  -0.344
N1 2.229 1.548 0.650  0.063
N2 0.288 0.652 0.530  0.058
O1 -1.391 0.419 -0.004  0.018
H1 3.214 -0.118 1.445  0.076
H2 0.778 -1.295 1.506  0.114
H3 0.547 2.619 -0.091  0.112
H4 -2.264 -2.046 -2.010  0.060
H5 -2.928 -0.097 -2.099  0.110
H6 -0.996 -1.641 -0.147  0.123

Results
multiplicity	1
molar mass	110.12	g mol⁻¹
lowest unoccupied orbital energy (alpha / beta)	-1.39 / -1.39	eV
E_HOMO (alpha / beta)	-9.30 / -9.30	eV
HOMO-LUMO gap (alpha / beta)	7.91 / 7.91	eV

---

Order of stability, best first: 3), 2), 4), 1)

---

1) This record from OMol25 describes a single C5H6N2O molecule. The level of theory is ωB97M-V with the def2-TZVPD basis set.

Last column: Löwdin charge in e.
Geometry (Å):
C1 0.969 -2.197 0.022  0.136
C2 0.657 -1.041 0.136  -0.054
C3 0.629 0.496 0.030  -0.640
N1 0.558 0.926 -1.352  0.096
O1 1.756 1.036 0.638  0.019
C4 -0.650 0.851 0.761  -0.033
C5 -1.607 -0.042 0.692  -0.199
N2 -2.583 -0.756 0.860  0.173
H1 1.242 -3.213 -0.019  0.022
H2 -0.274 0.572 -1.808  0.086
H3 1.373 0.607 -1.866  0.092
H4 1.885 1.931 0.299  0.108
H5 -0.653 1.674 1.454  0.118
H6 -3.302 -0.843 0.154  0.076

Results
multiplicity	1
molar mass	110.12	g mol⁻¹
SMILES	C#C[C@](N)(O)C=C=N
lowest unoccupied orbital energy	0.80	eV
E_HOMO	-8.89	eV
HOMO-LUMO gap	9.69	eV

---

2) This record from OMol25 describes a single C5H6N2O molecule. The level of theory is ωB97M-V with the def2-TZVPD basis set.

Last column: Löwdin charge in e.
Geometry (Å):
N1 -0.884 3.492 0.308  0.184
C1 -0.649 2.383 0.157  -0.106
C2 -0.071 1.085 0.132  -0.383
C3 -0.301 -0.114 1.000  -0.166
N2 0.614 -1.288 0.663  -0.043
C4 0.196 -1.174 -0.726  -0.274
C5 0.390 0.269 -0.997  -0.245
O1 1.271 1.146 -0.314  0.083
H1 -1.469 -0.623 0.953  0.194
H2 -0.020 0.063 1.999  0.092
H3 0.676 -2.061 1.524  0.210
H4 0.816 -1.961 -1.334  0.147
H5 -0.771 -1.410 -1.235  0.127
H6 0.202 0.194 -2.129  0.179

Results
multiplicity	1
molar mass	110.12	g mol⁻¹
SMILES	N#C[C@@]12CNC[C@@H]1O2
lowest unoccupied orbital energy	0.58	eV
E_HOMO	-9.59	eV
HOMO-LUMO gap	10.17	eV

---

3) This record from OMol25 describes a molecular structure, C5H6N2O. The level of theory is ωB97M-V with the def2-TZVPD basis set.

Last column: Löwdin charge in e.
Geometry (Å):
C1 -1.941 -1.387 -1.981  -0.060
C2 0.310 0.266 0.289  -0.430
C3 1.605 -0.031 0.833  -0.040
C4 1.859 0.936 1.744  -0.043
C5 0.689 1.820 1.572  -0.114
H1 -2.270 -0.927 -2.902  0.078
H2 -1.175 -2.122 -2.182  0.078
H3 -2.810 -1.799 -1.462  0.086
H4 2.196 -0.989 0.632  0.138
H5 2.790 1.179 2.206  0.089
H6 0.535 2.783 2.070  0.112
N1 -0.133 -0.661 -0.556  0.156
N2 -0.258 1.349 0.810  0.118
O1 -1.397 -0.417 -1.075  -0.166

Results
multiplicity	1
molar mass	110.12	g mol⁻¹
lowest unoccupied orbital energy	-0.70	eV
E_HOMO	-9.27	eV
HOMO-LUMO gap	8.57	eV

---

4) This record from OMol25 describes a single C5H6N2O molecule. The level of theory is ωB97M-V with the def2-TZVPD basis set.

Last column: Löwdin charge in e.
Geometry (Å):
C1 1.924 -1.133 0.165  -0.016
N1 0.587 -0.495 -0.275  -0.081
N2 -0.405 -1.484 -0.078  0.080
C2 -1.662 -1.029 -0.025  -0.130
C3 -1.845 0.363 0.132  -0.086
C4 -0.944 1.401 0.018  0.020
C5 0.399 0.900 -0.126  -0.442
O1 1.408 1.655 0.009  -0.020
H1 2.167 -2.145 -0.438  0.125
H2 1.758 -1.537 1.173  0.066
H3 2.612 -0.258 0.223  0.077
H4 -2.496 -1.814 0.072  0.135
H5 -2.841 0.780 0.335  0.104
H6 -0.972 2.576 0.044  0.169

Results
multiplicity	1
molar mass	110.12	g mol⁻¹
SMILES	Cn1ncccc1=O
lowest unoccupied orbital energy	-0.34	eV
E_HOMO	-9.09	eV
HOMO-LUMO gap	8.75	eV

---

Order of stability, best first: 4), 3), 1), 2)